Entry 1:
112
Properties=species:S:1:pos:R:3:forces:R:3:mulliken_charge:R:1 method="wB97M-V/def2-TZVPD" max_force_ev_per_a=19.3 energy_ev=-100102.1501 total_charge=+1 e_homo_ev=-9.619 relative_energy_kj_mol=501.8 spin_multiplicity=1
C 5.33786 1.20780 2.41863 -3.85 2.94 -3.70 -1.058
C 4.21386 2.21780 2.80663 0.68 2.40 -1.04 0.683
O 4.19286 2.82480 3.84263 -0.49 -0.92 -0.62 -0.532
N 3.20786 2.66480 1.72763 -0.92 -1.67 1.54 0.576
H 3.27986 2.18480 0.76963 0.40 -0.54 0.02 0.120
H 2.21786 2.32280 2.14663 1.29 0.03 -0.44 0.014
C 2.89186 4.06780 1.48563 -2.54 1.47 0.66 -0.772
H 4.99086 0.81680 1.39163 1.05 -0.30 1.83 0.196
H 5.22786 0.75880 3.31563 0.96 -3.07 2.39 0.449
H 6.15486 1.89180 2.36263 1.03 -0.03 -0.09 0.327
H 1.91786 3.88780 0.97563 0.87 0.96 -0.74 0.263
H 3.60786 4.70580 0.92663 -0.37 -0.86 0.41 0.378
H 2.45486 4.60880 2.38363 1.38 -0.73 -0.57 0.274
C -1.61114 -0.08320 4.64063 -1.63 2.54 1.30 -0.528
C -0.30214 -0.21320 5.32863 -1.37 -7.06 7.41 0.472
O -0.29014 -1.03220 6.38263 0.61 4.68 -5.70 -0.532
N 0.98486 0.37080 5.01063 0.58 -1.21 -0.82 0.494
H 1.73186 -0.34220 4.86363 -1.35 -0.22 -0.24 0.425
H 1.01786 0.91380 4.06963 -0.40 0.83 -0.88 0.099
C 1.53786 1.04580 6.15663 3.17 0.55 1.80 -0.833
H -2.54514 0.42980 5.33963 2.97 -1.95 -1.64 0.325
H -1.92414 -0.99020 4.12863 0.00 -0.20 0.44 0.025
H -1.43714 0.65580 3.91563 -0.32 1.01 -1.55 0.113
H 2.11686 0.32080 6.78263 -0.82 0.38 -0.45 0.369
H 0.83786 1.49680 6.82263 -0.66 0.51 -0.04 0.311
H 2.33186 1.73280 5.80263 -0.78 0.07 0.13 0.318
C -0.26114 1.84780 -0.75737 2.09 2.30 1.07 0.154
C -0.26314 0.44980 -0.21237 -3.71 -3.21 -2.46 0.500
O -1.20414 -0.32920 -0.47437 3.67 2.21 1.77 -0.525
N 0.97186 -0.03020 0.51863 -0.15 1.99 1.90 1.027
H 1.85686 0.36580 0.03763 1.16 0.36 -1.02 0.387
H 1.09486 0.52280 1.42963 -1.19 0.99 -1.00 -0.269
C 1.15886 -1.29820 1.15363 -4.40 -5.17 1.17 -0.917
H 0.78486 2.32180 -0.63137 -1.77 -0.47 0.20 -0.415
H -1.07914 2.46780 -0.32737 0.73 -0.50 0.78 0.449
H -0.49414 2.15280 -1.78237 0.25 -1.70 -0.47 -0.087
H 0.92586 -2.18820 0.52363 0.42 0.92 -0.26 0.401
H 0.14986 -1.66820 1.99963 3.20 1.88 -2.12 0.180
H 2.13986 -1.50220 1.58163 -0.10 0.80 0.08 0.389
O 0.81686 1.60580 2.74763 7.35 -3.47 -2.20 -1.219
H 0.09586 1.93980 3.07063 -6.62 3.51 2.23 0.001
O 3.10086 1.17380 -0.44637 -0.76 -0.17 1.21 -0.956
H 3.30386 0.81280 -1.30437 0.29 0.08 -0.39 0.054
F -2.34214 -3.68820 -6.79437 -0.13 -0.30 0.24 -0.310
C -1.84214 -2.91820 -5.81037 1.60 1.93 -2.95 0.621
C -2.15014 -3.08920 -4.53137 0.60 -0.53 0.07 -0.726
C -1.56114 -2.20020 -3.65137 1.62 2.02 0.54 -0.274
C -0.65014 -1.20320 -4.02137 -0.13 -1.49 -3.89 -0.589
C -0.25414 -1.06420 -5.46737 -0.31 1.43 4.74 -0.586
C -0.94114 -1.89820 -6.24737 0.32 0.58 -5.43 -0.199
H -2.55614 -4.04320 -4.32537 -1.12 -0.44 0.98 0.476
H -1.76914 -2.21420 -2.61637 -0.35 -0.47 1.05 0.567
H -0.13814 -0.59520 -3.35237 0.41 0.96 1.49 0.600
H 0.44686 -0.20920 -5.79137 -1.28 -1.75 0.39 0.290
H -0.70114 -1.57320 -7.42737 -1.22 -1.89 2.91 0.090
F -2.77914 -6.46520 6.67863 0.75 0.27 0.48 -0.298
C -2.33514 -5.54020 5.82063 -1.47 -0.15 -2.97 0.234
C -3.32514 -4.90620 5.02963 0.65 2.33 -1.29 -0.291
C -3.00514 -3.98420 3.99263 1.70 -1.74 -0.30 -0.360
C -1.61914 -3.88320 3.62463 -1.06 1.69 1.18 0.512
C -0.60814 -4.52420 4.41463 -5.53 0.51 -0.99 -0.910
C -1.00514 -5.41120 5.39463 1.83 -0.47 2.84 -0.520
H -4.38114 -4.73620 4.99463 -0.87 -1.68 1.90 0.339
H -3.91914 -3.55420 3.44563 2.00 -0.28 0.64 0.298
H -1.42014 -3.03220 2.94663 0.46 -1.01 0.01 0.000
H 0.31686 -4.13220 4.38763 3.39 0.57 -0.45 0.673
H -0.13214 -5.80020 6.04063 -1.79 0.18 -0.94 0.279
C -3.91214 4.15480 -3.00637 -2.36 -1.97 1.93 -0.556
C -4.49514 4.51780 -4.44137 -14.69 -2.77 11.76 -1.549
C -4.92714 3.40680 -5.13337 0.59 -1.42 0.18 -0.450
S -3.55714 2.44880 -4.72137 0.38 -7.62 -4.45 1.187
O -2.65514 2.16680 -5.84237 -0.68 1.45 1.03 -0.707
O -4.16414 1.25580 -4.17737 0.12 -0.12 1.03 -0.718
C -2.78914 3.26580 -3.49137 4.42 2.92 1.62 0.185
H -4.76114 3.62580 -2.34837 1.89 0.36 -1.63 0.290
H -3.65414 4.93680 -2.29137 0.39 0.49 -0.85 0.407
H -3.80414 4.92380 -4.66337 15.02 9.98 -6.87 0.872
H -5.30014 5.13180 -4.07637 -0.40 1.13 -0.98 0.441
H -4.80214 3.65480 -6.09737 -0.27 0.19 -3.92 0.314
H -5.88514 3.10080 -4.83437 -0.88 -1.17 0.23 0.381
H -1.81714 3.99880 -3.94637 -2.95 -2.20 1.20 0.125
H -2.31314 2.47080 -2.86737 -0.60 0.74 -0.33 -0.235
C -0.72114 -7.19120 0.90163 0.69 0.31 0.97 -1.384
C -1.79114 -6.78320 1.88563 1.48 -3.80 2.05 0.435
C -2.71814 -6.09920 1.07263 -2.48 4.97 2.61 -1.140
S -1.83014 -5.08420 -0.04637 -0.35 5.31 -0.12 1.067
O -1.50314 -3.71520 0.43863 -0.79 -1.58 -0.04 -0.542
O -2.35814 -5.12120 -1.38437 -0.40 -0.75 0.19 -0.713
C -0.39714 -5.93720 0.15663 1.06 -3.02 -3.20 -0.614
H -0.73114 -7.96620 0.22263 -1.78 -1.86 -1.68 0.457
H 0.03686 -7.59020 1.47963 2.39 -0.08 1.31 0.491
H -1.16114 -6.18420 2.53963 -0.90 0.47 0.46 -0.180
H -2.26614 -7.63220 2.53763 0.91 1.44 -1.37 0.304
H -3.48514 -5.56520 1.68563 0.35 -0.12 -1.06 0.289
H -3.09414 -6.60920 0.31563 -2.68 -3.47 -2.68 0.705
H 0.15586 -5.22820 0.63263 2.26 1.49 1.32 0.397
H -0.06914 -6.18720 -0.89137 0.26 0.55 1.11 0.441
C 4.81186 5.31080 -2.99337 -0.24 -1.21 0.71 -1.105
C 4.02686 5.72780 -4.19637 3.40 -2.08 -1.88 -0.546
C 2.66186 5.40180 -3.83937 -0.48 0.22 -5.42 -0.903
S 2.55686 3.96380 -2.98237 -0.81 -1.26 -1.46 1.428
O 2.29786 2.90580 -3.92737 0.46 -0.50 0.46 -0.715
O 1.62586 4.18480 -1.92937 -0.87 -0.05 1.70 -0.699
C 4.25186 3.95280 -2.41937 -1.99 3.68 3.43 -0.409
H 4.48186 5.91380 -2.24937 -0.91 2.48 2.53 0.466
H 5.84186 5.54080 -3.00637 1.42 -0.76 -0.30 0.493
H 4.47286 5.04280 -5.02437 -1.23 1.33 0.70 0.246
H 4.08686 6.77280 -4.50537 0.46 -0.15 0.18 0.412
H 2.18686 5.56980 -4.82937 -1.00 -1.14 0.91 0.289
H 2.34586 6.11980 -3.24537 -1.79 3.46 3.03 0.526
H 4.48086 3.11880 -2.89137 2.33 -4.14 -1.59 0.580
H 4.06786 3.86280 -1.22737 1.20 0.09 -2.94 -0.111

=====

Entry 2:
113
Properties=species:S:1:pos:R:3:forces:R:3:mulliken_charge:R:1 method="wB97M-V/def2-TZVPD" smiles=COCc1cnc2c(CCOCC(F)(F)C(F)(F)C(F)(F)C(F)F)cccc2n1.COC[C@@H](C)N.COC[C@@H](C)N.COC[C@@H](C)N.COC[C@@H](C)N max_force_ev_per_a=7.6 energy_ev=-78139.6022 total_charge=0 e_homo_ev=-8.419 spin_multiplicity=1
C -0.56282 8.62930 6.34319 0.63 -0.26 0.63 -0.562
O -0.57803 9.33982 5.04245 -1.29 -2.13 -0.21 -0.352
C -1.32378 8.58799 4.02007 -0.35 -0.63 -0.12 -0.551
C -0.34929 7.62445 3.06556 1.64 -0.38 -0.63 0.597
C -1.06731 6.35850 2.33967 4.02 0.21 -1.25 -0.482
N -0.32215 5.42936 1.42366 1.55 4.96 3.48 -0.221
C 1.13184 5.78479 1.28885 0.29 0.32 -0.03 0.095
C 2.05302 4.81056 0.30628 2.09 1.53 0.13 0.227
C 1.31570 3.49300 -0.41127 0.47 0.37 0.81 0.030
C 1.88925 2.15149 0.39803 1.09 0.79 -1.66 -0.398
O 1.69069 2.22419 1.85878 -2.03 -1.49 -0.88 -0.303
C 0.42532 1.60213 2.27839 -1.17 0.26 0.07 -0.373
C 0.59617 0.13973 3.02400 -1.96 -0.27 -1.84 0.832
F 1.31684 -0.77208 2.10686 -1.75 2.39 3.16 -0.299
F -0.80318 -0.41601 3.14459 4.08 1.55 -0.35 -0.335
C 1.19136 0.21508 4.54799 -1.33 -1.26 2.46 0.487
F 0.33319 -0.66280 5.42374 2.73 2.77 -2.64 -0.314
F 1.08238 1.58960 5.14160 0.50 -4.23 -2.17 -0.283
C 2.72716 -0.32677 4.72861 1.91 -0.97 1.97 0.674
F 3.03031 -0.24559 6.20646 -1.20 -0.29 -4.43 -0.323
F 2.94620 -1.74204 4.35178 -1.09 4.62 1.04 -0.278
C 3.83217 0.70968 4.02291 1.63 -0.30 0.56 0.266
F 4.21608 0.27525 2.65842 -1.23 1.32 4.36 -0.239
F 5.04997 0.71104 4.91315 -3.40 -0.27 -3.01 -0.297
C 3.64876 5.08675 0.03358 -3.26 2.30 2.90 -0.540
C 4.33521 6.38264 0.79024 -4.31 0.05 1.15 -0.412
C 3.40516 7.35857 1.75306 0.51 -2.94 -2.16 -0.432
C 1.78484 7.07157 2.03916 1.68 -0.31 -0.65 0.518
N 1.09462 8.03003 2.96854 -4.15 -5.51 -3.14 -0.459
H -1.37227 9.04556 7.07891 1.29 -0.72 -1.56 0.232
H -0.70452 7.45496 6.23074 0.36 2.51 0.12 0.261
H 0.48486 8.84781 6.82802 -2.05 -0.52 -1.03 0.233
H -1.96768 9.31603 3.32987 1.76 -1.37 1.47 0.281
H -2.11223 7.90009 4.56940 1.56 1.17 -1.25 0.346
H -2.21349 6.18971 2.51424 2.55 0.21 -0.48 0.272
H 1.57457 3.44609 -1.57507 -0.27 -0.02 2.70 0.397
H 0.14685 3.53192 -0.34893 2.34 0.19 0.14 -0.317
H 1.43000 1.20002 -0.10500 0.84 1.64 1.24 0.246
H 3.06943 2.18476 0.23011 -2.62 -0.34 0.53 0.281
H -0.16872 2.31423 3.02771 1.57 -1.56 -1.51 0.339
H -0.30663 1.42359 1.36724 1.62 0.14 1.77 -0.005
H 3.40909 1.81148 4.08258 1.03 -2.36 -0.68 0.252
H 4.32151 4.38606 -0.63356 -1.74 1.54 1.47 0.280
H 5.49004 6.61107 0.62358 -2.87 -0.45 0.48 0.283
H 3.98107 8.28739 2.23320 -1.74 -2.28 -1.04 0.287
C -3.38490 -0.36156 -3.31891 -0.26 -0.16 -0.25 -1.542
C -1.90825 -0.65855 -3.07077 -0.16 0.47 0.09 0.593
C -1.39652 -0.14611 -1.70446 0.31 -0.14 -0.23 -0.953
O -1.16980 1.26474 -1.65335 -0.18 -0.40 0.32 -0.134
C -2.33729 2.03922 -1.42473 0.21 0.27 -0.15 -0.792
N -1.11710 -0.11131 -4.18244 0.26 0.16 0.30 -0.565
H -3.56771 0.68352 -3.58521 0.14 -0.06 0.11 0.271
H -3.76027 -0.96978 -4.15121 0.14 0.09 0.20 0.301
H -3.98789 -0.60110 -2.43730 0.05 0.04 -0.04 0.365
H -1.79494 -1.74966 -3.07431 0.10 0.09 0.06 0.350
H -0.41926 -0.60719 -1.51789 -0.01 0.15 -0.03 0.335
H -2.04997 -0.46477 -0.88359 -0.14 0.10 -0.04 0.469
H -3.04795 1.53179 -0.76465 0.02 -0.05 -0.10 0.342
H -2.81031 2.28995 -2.37614 -0.22 -0.03 0.11 0.242
H -2.03501 2.97780 -0.95101 0.05 -0.12 0.00 0.254
H -0.14541 -0.39748 -4.06322 -0.12 -0.03 -0.10 0.236
H -1.08543 0.90629 -4.06052 -0.10 -0.33 -0.13 0.290
C -3.40436 -3.97820 -6.68676 0.23 0.17 0.05 -0.964
C -4.24772 -4.32302 -5.46197 -0.27 0.05 -0.49 0.375
C -5.24955 -5.47529 -5.70670 -0.16 0.19 0.32 -0.821
O -6.40737 -5.09816 -6.45619 0.49 -0.35 0.05 -0.389
C -6.21224 -5.06629 -7.86191 -0.33 0.19 0.07 -0.641
N -4.92838 -3.10748 -4.99252 -0.36 -0.22 0.04 -0.512
H -3.95909 -3.40477 -7.43507 -0.09 -0.10 0.13 0.245
H -2.54256 -3.36543 -6.39452 -0.27 -0.25 -0.09 -0.119
H -3.01801 -4.88340 -7.16587 0.02 0.15 0.06 0.333
H -3.55533 -4.65251 -4.67750 -0.15 -0.04 0.00 0.319
H -5.62625 -5.80515 -4.73114 -0.09 0.09 -0.12 0.367
H -4.76024 -6.34604 -6.15917 0.04 0.08 -0.16 0.435
H -5.51662 -5.84051 -8.20091 0.05 0.08 0.06 0.291
H -5.86350 -4.07792 -8.16734 0.16 -0.10 -0.18 0.234
H -7.17984 -5.23618 -8.34317 0.07 -0.04 0.16 0.258
H -5.40994 -3.31999 -4.11888 0.12 0.09 -0.06 0.279
H -5.69263 -2.91489 -5.64841 0.32 -0.01 0.16 0.270
C -0.10142 -1.69333 -7.25796 -0.32 0.20 0.04 -1.425
C 0.52630 -2.87105 -6.51689 0.16 0.04 -0.50 0.442
C 2.05970 -2.96502 -6.69328 -0.09 -0.37 0.08 -0.878
O 2.47500 -3.48045 -7.96071 0.00 0.47 0.42 -0.395
C 2.48600 -2.52320 -9.00888 0.02 -0.35 -0.17 -0.621
N -0.14169 -4.11134 -6.93724 0.52 -0.19 -0.05 -0.447
H -0.18495 -1.86657 -8.33478 0.12 -0.08 0.12 0.363
H -1.11773 -1.50957 -6.88796 0.27 -0.04 -0.02 0.272
H 0.47691 -0.77712 -7.10210 -0.07 -0.07 -0.01 0.388
H 0.32845 -2.72065 -5.44842 0.09 -0.08 -0.04 0.204
H 2.44010 -3.67484 -5.94904 -0.02 -0.02 -0.17 0.386
H 2.54936 -2.00645 -6.48415 -0.06 0.10 -0.14 0.436
H 2.76907 -1.52637 -8.65615 -0.10 -0.04 0.04 0.287
H 1.50987 -2.49376 -9.49683 0.01 0.25 -0.04 0.225
H 3.21690 -2.84595 -9.75610 -0.03 -0.03 0.17 0.259
H 0.21143 -4.88093 -6.36863 -0.13 0.09 -0.02 0.269
H 0.19554 -4.33344 -7.87974 -0.18 0.13 0.28 0.283
C 3.78285 -4.36476 8.27178 0.28 -0.12 -0.19 -1.333
C 2.69780 -4.96056 9.16507 -0.01 0.46 0.03 0.357
C 1.29562 -4.35634 8.91997 -0.04 -0.07 0.35 -0.678
O 1.10997 -3.05491 9.48241 -0.01 -0.42 -0.46 -0.446
C 1.62537 -1.99453 8.69179 -0.06 0.14 0.29 -0.656
N 3.10624 -4.82225 10.57051 -0.36 0.13 0.06 -0.734
H 4.09932 -3.36930 8.59650 -0.14 -0.12 0.00 0.255
H 4.67706 -5.00019 8.28465 -0.20 0.12 0.07 0.357
H 3.44308 -4.29466 7.23359 0.02 0.03 0.09 0.325
H 2.63893 -6.03026 8.92919 -0.12 0.09 0.08 0.383
H 0.56126 -4.99933 9.41968 0.07 0.15 0.05 0.360
H 1.03520 -4.36023 7.85484 0.12 0.12 -0.06 0.358
H 1.52890 -2.19291 7.61961 0.07 -0.04 0.07 0.257
H 2.66836 -1.80707 8.95414 0.07 0.06 -0.24 0.228
H 1.05954 -1.08856 8.92799 -0.02 -0.17 0.00 0.366
H 2.42797 -5.30863 11.15674 0.18 -0.01 -0.06 0.271
H 2.98376 -3.83701 10.82676 0.14 -0.32 -0.12 0.321